(1)
{
  "formula": "C40H26Cl5IO2PPdS",
  "method": "ωB97M-V/def2-TZVPD",
  "symbols": ["I", "Pd", "Cl", "Cl", "Cl", "Cl", "Cl", "S", "P", "O", "O", "C", "C", "C", "C", "C", "C", "C", "C", "C", "C", "C", "C", "C", "C", "C", "C", "C", "C", "C", "C", "C", "C", "C", "C", "C", "C", "C", "C", "C", "C", "C", "C", "C", "C", "C", "C", "C", "C", "C", "C", "H", "H", "H", "H", "H", "H", "H", "H", "H", "H", "H", "H", "H", "H", "H", "H", "H", "H", "H", "H", "H", "H", "H", "H", "H", "H"],
  "positions_angstrom": [[-2.5876, -0.1333, -0.8119], [-0.2902, -0.4095, 0.5149], [5.2429, -0.5668, 1.6964], [2.3571, -0.6801, 0.5517], [3.1882, -0.1330, 6.6638], [5.6918, -0.2964, 4.7891], [0.3024, -0.1842, 5.4483], [0.2257, -3.1525, -0.1201], [-0.0096, 1.7666, -0.0647], [-0.7622, -2.5582, 0.8938], [0.2399, -0.3432, 2.5947], [1.4508, -0.4273, 3.0566], [0.0812, -4.9178, -0.0260], [-1.3216, 2.9825, 0.2672], [0.3175, 1.8046, -1.8382], [-2.7353, 2.7624, 0.3319], [1.3661, 1.0322, -2.3473], [-4.7797, 1.4134, 0.2581], [-0.4668, 2.5598, -2.7056], [-2.9886, 5.1414, 0.9164], [3.5876, 3.4033, 2.2338], [2.6035, -0.5443, 2.2689], [-0.0584, -7.6567, 0.1133], [2.4362, 3.0113, 2.9042], [-5.5613, 2.5055, 0.6824], [-1.0105, -5.4988, 0.5989], [-3.5601, 3.8640, 0.7034], [1.3499, 2.5274, 2.1913], [-0.5346, -2.9262, -1.7202], [-1.6509, 5.3394, 0.7928], [-1.0752, -6.8840, 0.6613], [-3.4363, 1.5585, 0.0695], [-2.4451, -2.9992, -3.1525], [-0.1846, 2.5665, -4.0657], [2.5665, 2.8531, 0.1249], [-0.3002, -2.3170, -4.0240], [0.8730, 1.8192, -4.5642], [-0.8224, 4.2449, 0.4891], [3.8977, -0.4968, 2.7744], [-1.6504, -2.5703, -4.2148], [-1.8886, -3.1844, -1.8964], [2.9731, -0.2933, 4.9654], [1.4195, 2.4396, 0.7982], [3.6482, 3.3333, 0.8482], [1.0341, -7.0546, -0.5011], [4.0972, -0.3692, 4.1353], [1.6928, -0.3287, 4.4394], [0.2660, -2.4912, -2.7649], [1.6470, 1.0474, -3.7050], [-4.9595, 3.7097, 0.8676], [1.1155, -5.6708, -0.5659], [1.9707, -5.1854, -1.0262], [-1.2131, 6.3156, 0.9533], [-2.0887, -2.4413, -5.1967], [4.4407, 3.7669, 2.7935], [-5.5410, 4.5802, 1.1481], [4.5378, 3.6599, 0.3251], [2.6211, 2.8032, -0.9548], [-3.6474, 5.9598, 1.1831], [-1.7786, -4.8786, 1.0472], [1.0978, 1.8394, -5.6243], [-0.7914, 3.1633, -4.7349], [0.3143, -1.9846, -4.8522], [-3.4993, -3.1951, -3.3067], [2.4717, 0.4605, -4.0917], [0.4549, 2.2177, 2.7147], [2.3880, 3.0630, 3.9856], [-1.9197, -7.3595, 1.1447], [-5.2568, 0.4605, 0.0667], [1.9746, 0.4363, -1.6800], [-6.6259, 2.3792, 0.8316], [1.3188, -2.2896, -2.5981], [-0.1089, -8.7367, 0.1808], [1.8289, -7.6609, -0.9175], [0.2449, 4.4126, 0.4417], [-1.2944, 3.1481, -2.3262], [-2.4907, -3.5324, -1.0635]],
  "forces_ev_per_angstrom": [[0.6317, -0.1972, -0.0729], [-1.4924, 0.8282, 0.5463], [-0.0621, -0.0158, 0.0583], [0.5531, -0.2041, -0.0499], [0.0076, -0.0061, -0.0288], [-0.1517, -0.0101, -0.0453], [0.0893, 0.0142, 0.0224], [-0.0326, -0.3344, -0.1038], [0.1016, -0.5160, 0.3326], [0.5067, 0.2317, -0.5540], [0.4778, -0.0592, -0.2527], [-0.4130, 0.2373, -0.2668], [-0.0914, -0.0662, 0.2777], [-0.0196, -0.1655, -0.0249], [0.0700, -0.1114, -0.0845], [-0.0878, 0.1037, 0.0221], [-0.0488, 0.0381, -0.1069], [-0.2398, 0.1504, 0.0957], [0.0137, 0.0426, -0.0301], [-0.1095, 0.0139, 0.0215], [0.0426, 0.0106, -0.0270], [0.0362, -0.0038, -0.3092], [0.0132, 0.0135, 0.0043], [-0.0606, -0.0759, 0.0092], [-0.0246, -0.1246, -0.0517], [-0.0212, -0.0613, 0.0256], [-0.0273, 0.0415, 0.0466], [0.1205, 0.0707, -0.0304], [0.0526, 0.0055, -0.0551], [0.1054, -0.0086, -0.0134], [-0.0075, 0.0042, -0.0087], [0.1149, -0.2172, -0.0052], [0.0050, 0.0172, 0.0072], [-0.0210, -0.0079, 0.0169], [-0.0036, -0.0266, 0.0403], [0.0005, -0.0083, 0.0171], [0.0075, -0.0105, -0.0094], [-0.0503, 0.2151, 0.0118], [0.0178, -0.0065, -0.3114], [-0.0004, -0.0139, 0.0369], [-0.0539, -0.0670, -0.1005], [-0.0216, -0.0167, 0.1675], [0.1097, -0.0555, 0.0671], [0.0267, 0.0354, 0.0126], [-0.0263, 0.0369, 0.0010], [0.0950, 0.0346, 0.1924], [-0.1156, 0.1185, 0.3495], [-0.0345, 0.0562, -0.0174], [-0.0514, 0.0112, 0.0509], [0.0525, 0.0898, 0.0124], [-0.0373, -0.0208, -0.0155], [-0.0498, -0.0382, 0.0450], [-0.0030, -0.0301, -0.0189], [0.0060, 0.0073, 0.0457], [-0.0339, -0.0091, -0.0214], [0.0392, -0.0396, 0.0214], [-0.0061, -0.0341, 0.0237], [0.0093, 0.0210, 0.0353], [0.0197, -0.0336, -0.0021], [0.0682, -0.0220, -0.0198], [-0.0238, -0.0068, 0.0617], [0.0176, -0.0188, 0.0180], [-0.0351, -0.0088, 0.0525], [0.0473, -0.0063, -0.0136], [-0.0249, 0.0333, 0.0197], [-0.0299, -0.0786, 0.0271], [-0.0073, 0.0113, -0.0497], [0.0550, 0.0123, -0.0053], [-0.0010, 0.0442, 0.0124], [0.0098, 0.0311, -0.0417], [0.0539, 0.0098, -0.0194], [-0.0353, -0.0115, 0.0034], [-0.0065, 0.0560, -0.0282], [-0.0393, 0.0291, 0.0313], [-0.0658, 0.0476, 0.0086], [0.0515, -0.0021, -0.0082], [0.0383, 0.0270, -0.0480]],
  "max_force_ev_per_a": 1.79,
  "charge": 1,
  "homo_lumo_gap_ev": 5.838,
  "lumo_energy_ha": -0.148,
  "relative_energy_ev": 0.863
}

(2)
{
  "formula": "C21H49Cl8N5O6",
  "method": "ωB97M-V/def2-TZVPD",
  "symbols": ["Cl", "Cl", "Cl", "Cl", "Cl", "Cl", "Cl", "Cl", "O", "O", "O", "O", "O", "O", "N", "N", "N", "N", "N", "C", "C", "C", "C", "C", "C", "C", "C", "C", "C", "C", "C", "C", "C", "C", "C", "C", "C", "C", "C", "C", "H", "H", "H", "H", "H", "H", "H", "H", "H", "H", "H", "H", "H", "H", "H", "H", "H", "H", "H", "H", "H", "H", "H", "H", "H", "H", "H", "H", "H", "H", "H", "H", "H", "H", "H", "H", "H", "H", "H", "H", "H", "H", "H", "H", "H", "H", "H", "H", "H"],
  "positions_angstrom": [[-14.7612, 6.6171, -16.7924], [-17.3618, 5.6670, -18.5961], [-13.8278, -0.2824, -21.4518], [-16.0402, 1.9411, -23.6506], [-19.0508, 0.9781, -24.9200], [-11.7657, 1.5895, -14.2673], [-11.9805, 4.5793, -12.8683], [-11.5334, -1.0468, -17.9480], [-17.2007, 1.7001, -18.3843], [-12.7494, 3.1993, -19.0761], [-18.2155, -0.8348, -18.8453], [-15.1875, -2.7588, -16.2628], [-15.5818, -3.8419, -21.6448], [-15.5936, 1.9888, -14.8555], [-15.1354, 2.4220, -17.9274], [-17.6381, 2.3753, -15.6479], [-16.2528, -2.7096, -19.8848], [-14.5130, -0.7503, -15.6127], [-10.8281, 4.1939, -19.2726], [-12.5097, -0.3586, -20.2451], [-17.4460, 6.0836, -16.8287], [-16.8054, 2.2209, -14.6718], [-13.1949, 3.8808, -13.9641], [-17.4811, 0.9165, -25.7654], [-19.5831, -0.8408, -19.1260], [-19.9976, -2.3145, -19.1176], [-17.1331, -2.0963, -22.0938], [-16.8000, -1.0252, -15.9805], [-19.8754, -0.0984, -20.4572], [-16.2471, -2.9144, -21.2074], [-12.1439, 4.2323, -19.3000], [-12.7702, 5.4085, -19.9510], [-16.6171, 2.1307, -25.3166], [-17.3413, 2.3266, -13.2650], [-16.1600, 5.6976, -16.1510], [-16.0811, 2.0597, -18.7689], [-15.7690, 2.2338, -20.2286], [-12.5693, 2.9973, -15.0482], [-15.4481, -1.6046, -15.9617], [-12.9009, -1.1503, -19.0501], [-10.4061, 3.3269, -18.9779], [-17.3159, 2.1686, -16.5894], [-16.4684, 1.7356, -20.8970], [-12.2928, 0.6808, -19.9906], [-14.6735, 0.2334, -15.4447], [-13.3582, 2.6118, -15.6924], [-11.7801, 3.3779, -15.6938], [-18.5374, 2.8171, -15.5400], [-20.9379, 0.0718, -20.6350], [-15.7465, 2.1455, -25.9741], [-15.9181, 4.6361, -16.1212], [-17.6237, -1.6994, -16.2090], [-15.7443, -3.3096, -19.2549], [-19.6037, -2.7626, -18.2048], [-10.3647, 5.0260, -19.6010], [-15.3242, 2.3451, -16.9368], [-16.9126, -2.3300, -23.1348], [-12.8978, -2.1791, -19.4113], [-19.4649, -2.8075, -19.9330], [-13.9674, 3.3278, -13.4323], [-20.1176, -0.4425, -18.2593], [-16.8047, -1.9459, -19.5141], [-17.8579, 0.0337, -18.6250], [-17.7197, 7.1357, -16.7726], [-19.3756, 0.8681, -20.3807], [-13.3526, 5.9348, -19.1927], [-18.1671, -2.4337, -22.0250], [-17.6662, 0.9675, -26.8375], [-13.5221, 4.9999, -20.6260], [-19.5076, -0.6211, -21.3394], [-16.3204, 5.9351, -15.0973], [-13.6405, -1.1490, -15.2991], [-18.1041, 1.5821, -13.0415], [-14.8081, 1.7513, -20.4095], [-16.9177, -0.1711, -16.6467], [-17.0284, -0.6501, -14.9804], [-21.0593, -2.5435, -19.1996], [-14.1900, 2.5528, -18.2727], [-17.0165, -0.0397, -25.5324], [-12.1351, 6.1087, -20.4905], [-18.2863, 5.5396, -16.3973], [-13.7079, 4.7597, -14.3557], [-17.7626, 3.3308, -13.1853], [-16.5298, 2.2716, -12.5418], [-15.6102, 3.2831, -20.4759], [-17.0551, 3.1171, -25.4590], [-16.8902, -1.0683, -21.8236], [-13.8217, -0.9025, -18.5268], [-11.5977, -0.6224, -20.7785]],
  "forces_ev_per_angstrom": [[-0.2184, -0.2511, 0.3483], [-0.2464, 0.0599, 0.4946], [0.0060, -0.3538, -0.2175], [-0.0438, 0.1160, 0.0013], [-0.1280, -0.1723, -0.0668], [-0.2311, -0.1503, -0.0620], [0.0330, -0.1465, 0.2240], [0.4736, 0.1223, 0.8154], [-0.3567, -0.1991, 0.4625], [-1.0668, -0.5325, 0.9124], [0.9747, -0.5667, 0.0318], [-0.1712, -0.3791, 0.1182], [0.3075, -0.1493, -0.7488], [-0.5811, 0.0551, -0.3104], [0.5730, -0.1531, 0.5747], [-1.4519, 0.6114, -1.7460], [-0.6456, 1.4237, 0.5953], [2.1122, 1.3110, 0.8420], [1.1479, 1.0240, 0.2851], [0.0230, 2.2762, -0.6803], [-0.1595, -0.5276, -1.0235], [2.1719, -0.6344, 2.3579], [0.0491, 0.3335, -0.7281], [0.1685, 1.2143, 0.4691], [-1.2220, -0.5390, -0.4127], [0.8579, -0.2052, -0.3824], [0.4083, -0.1148, -0.1597], [-1.9900, 0.5750, 0.4093], [-0.0830, 0.0380, 0.8550], [0.5842, -2.2235, -0.0641], [0.0594, -1.0265, -1.8704], [-1.3422, 0.5404, 0.3703], [0.2935, -1.0104, -1.0659], [0.1897, 0.6428, -0.0183], [-0.2157, 0.3956, 0.8511], [-0.8035, 0.5480, -1.1203], [0.8198, -0.5935, -0.0469], [-0.1282, -0.3630, 0.3044], [-0.6627, -1.3131, -1.0533], [0.5865, -1.4483, -0.7267], [0.3946, 0.2945, -0.0657], [-0.3791, 0.0107, -0.5299], [-0.3037, 0.2748, 0.2955], [-0.3694, 0.1058, 0.2665], [-0.2350, -0.2093, 0.2654], [-0.0218, -0.0504, 0.1662], [-0.2303, 0.7323, 0.3177], [-0.0135, -0.3944, 0.1352], [-0.0822, 0.0072, 0.2477], [0.2183, -0.1717, 0.1887], [-0.1126, 0.0144, -0.7194], [0.4656, -0.3476, -0.2654], [0.0306, -0.0164, -0.2473], [-0.1555, -0.0224, 0.0906], [0.6874, -0.5003, 0.2746], [0.2865, -0.1864, 0.1501], [0.5623, 0.2655, 0.0999], [-0.5646, -0.1666, 0.4939], [-0.1262, -0.1753, -0.1037], [0.4369, -0.2317, 0.2361], [-0.1517, 0.8034, -0.2146], [-0.1016, -0.2314, 0.2779], [-0.3473, 0.5139, -0.1984], [0.4990, 0.0354, 0.0608], [-0.0638, 0.1078, -0.2329], [0.0475, 0.2386, -0.0347], [-0.1401, 0.5713, 0.6647], [-0.0542, 0.0895, 0.0631], [0.1030, 0.0673, -0.1423], [0.2637, -0.1555, 0.2197], [0.4119, 0.4175, 0.0848], [0.1367, 0.1969, -0.3480], [-0.0068, 0.0489, -0.1101], [0.0506, 0.1372, -0.0527], [0.3303, -0.0072, -0.0786], [0.1206, 0.1209, 0.1200], [-0.0344, 0.3966, -0.0430], [0.0126, 0.3949, 0.0772], [0.1235, 0.1960, 0.1107], [0.2164, -0.1751, 0.2072], [0.1220, -0.2392, -0.0810], [0.1170, -0.1366, -0.5255], [-0.3248, -0.0422, 0.2434], [-0.0146, -0.1868, -0.1462], [-0.3434, 0.0504, 0.0489], [-0.5538, -0.2931, 0.3073], [-0.8703, 0.3105, -0.3860], [0.0664, 0.2218, -0.2696], [-0.1944, -0.9183, 0.2626]],
  "max_force_ev_per_a": 3.27,
  "homo_lumo_gap_ev": 8.646,
  "lumo_energy_ha": 0.002
}

(3)
{
  "formula": "C5H8N2",
  "method": "ωB97M-V/def2-TZVPD",
  "symbols": ["N", "N", "C", "C", "C", "C", "C", "H", "H", "H", "H", "H", "H", "H", "H"],
  "positions_angstrom": [[-1.3592, 0.9499, -0.3158], [-0.2971, 0.6994, 0.6346], [-0.6048, -0.5355, 1.2198], [-1.0840, 0.2868, -1.3493], [1.9824, -0.0802, 0.6939], [0.2801, -0.5891, -1.2092], [0.4943, -0.4887, 0.2375], [-1.5184, -1.1318, 1.0027], [2.0792, -0.0096, 1.8385], [-0.2495, -0.5464, 2.3658], [2.7892, -0.8514, 0.4831], [0.1728, -1.5667, -1.7461], [-1.7847, 0.3084, -2.2641], [2.4552, 0.8182, 0.2812], [1.2428, -0.1255, -1.7487]],
  "forces_ev_per_angstrom": [[0.8455, -0.0893, -0.2366], [-2.0125, 1.7870, -0.0352], [0.9437, -2.2063, 4.4078], [0.7072, -0.9293, -2.0463], [0.8421, -2.3775, 1.6709], [-0.1099, 0.5017, -3.2891], [3.1641, 2.3816, 0.6294], [0.6298, 0.8882, 0.0574], [-0.5952, 0.1315, -1.6353], [-1.0119, -0.4546, -2.6026], [-1.2267, 0.3022, -0.0762], [-0.0952, 0.5417, 0.9050], [1.2999, -0.0978, 1.5140], [-1.0705, 0.1511, -0.2253], [-2.3103, -0.5302, 0.9621]],
  "max_force_ev_per_a": 5.02,
  "homo_lumo_gap_ev": 10.374,
  "lumo_energy_ha": 0.038,
  "relative_energy_ev": 3.716
}